DFT (ωB97M-V with the def2-TZVPD basis set) results for a structure of composition C49H32AuI4N6Se.

Values from the calculation:
- electronic energy (eV) = -161708.34487
- E_HOMO (spin up / spin down) (eV) = -9.3 / -9.3
- total charge = +1

Geometry (Å):
Au: -0.760 -0.598 -0.544
I: 0.423 7.021 -6.411
C: 0.002 5.391 -5.138
C: 0.827 5.127 -4.056
C: 0.567 4.041 -3.247
C: -0.519 3.193 -3.494
C: -1.368 3.514 -4.558
C: -1.104 4.590 -5.383
C: -0.738 2.041 -2.622
C: -1.148 0.810 -3.125
C: -1.520 0.491 -4.466
C: -2.172 -0.705 -4.430
C: -2.130 -1.176 -3.086
C: -2.640 -2.403 -2.632
C: -3.679 -3.008 -3.466
C: -3.682 -4.363 -3.802
C: -4.643 -4.885 -4.643
C: -5.596 -4.046 -5.200
I: -6.984 -4.813 -6.593
C: -5.630 -2.700 -4.869
C: -4.690 -2.193 -3.997
C: -2.094 -3.050 -1.506
N: -1.034 -2.517 -0.792
C: -0.535 -3.496 0.002
C: 0.567 -3.276 0.913
C: 1.638 -4.214 1.062
C: 2.825 -3.848 1.736
C: 3.888 -4.711 1.848
C: 3.817 -5.976 1.272
I: 5.455 -7.294 1.428
C: 2.685 -6.350 0.555
C: 1.625 -5.481 0.441
C: 0.491 -2.094 1.679
C: 0.848 -1.932 3.048
C: 0.436 -0.691 3.432
C: -0.134 -0.059 2.287
N: -0.122 -0.957 1.253
C: -0.466 1.292 2.187
C: -0.630 1.959 0.960
C: -0.811 3.344 0.740
C: -0.807 3.545 -0.618
C: -0.658 2.278 -1.225
N: -0.567 1.325 -0.260
C: -0.556 2.015 3.460
C: -1.333 1.465 4.485
C: -1.383 2.054 5.731
C: -0.663 3.216 5.968
I: -0.689 4.074 7.896
C: 0.090 3.793 4.957
C: 0.148 3.189 3.715
C: -1.321 -4.652 -0.135
C: -2.313 -4.364 -1.049
N: -1.458 -0.263 -2.325
H: 1.674 5.762 -3.855
H: 1.232 3.825 -2.427
H: -2.268 2.938 -4.721
H: -1.764 4.805 -6.212
H: -1.308 1.091 -5.327
H: -2.607 -1.245 -5.249
H: -2.889 -5.001 -3.451
H: -4.633 -5.935 -4.884
H: -6.380 -2.051 -5.293
H: -4.747 -1.151 -3.716
H: 2.920 -2.848 2.128
H: 4.787 -4.401 2.359
H: 2.638 -7.318 0.073
H: 0.781 -5.792 -0.152
H: 1.284 -2.694 3.664
H: 0.550 -0.233 4.395
H: -0.944 4.095 1.493
H: -0.948 4.472 -1.138
H: -1.901 0.566 4.295
H: -1.978 1.607 6.513
H: 0.632 4.708 5.140
H: 0.780 3.606 2.946
H: -1.213 -5.562 0.421
H: -3.113 -5.014 -1.341
C: 4.258 0.483 4.443
N: 4.013 1.720 3.755
C: 4.251 2.976 4.235
C: 3.889 3.858 3.274
N: 3.427 3.137 2.205
C: 3.007 3.683 0.945
C: 3.508 1.822 2.507
Se: 3.032 0.412 1.443
H: 4.877 0.672 5.316
H: 4.763 -0.216 3.774
H: 3.316 0.032 4.760
H: 4.664 3.149 5.206
H: 3.955 4.926 3.250
H: 2.312 4.510 1.097
H: 2.518 2.899 0.371
H: 3.869 4.046 0.380

DFT (ωB97M-V with the def2-TZVPD basis set) results for a structure of composition C49H36FeIO10P2S.

Values from the calculation:
- ⟨S²⟩ = 8.7817
- 2S+1 = 6
- electronic energy (eV) = -143773.06335
- E_HOMO (spin up / spin down) (eV) = -7.3 / -7.0
- energy relative to the best compared isomer or geometry (same formula, charge and spin) (eV) = 1.7433

Geometry (Å):
Fe: -17.746 13.082 -1.146
O: -18.314 13.973 0.574
P: -18.000 15.175 1.439
C: -16.999 16.421 0.531
P: -15.645 15.516 -0.250
O: -16.200 14.375 -1.046
C: -14.543 14.954 1.072
C: -14.594 13.651 1.580
C: -13.719 13.250 2.563
C: -12.801 14.140 3.112
C: -12.871 15.465 2.757
C: -13.789 15.915 1.789
C: -14.755 16.658 -1.350
C: -15.491 17.203 -2.378
C: -14.998 18.323 -3.077
C: -13.792 18.909 -2.696
C: -12.989 18.258 -1.730
C: -13.449 17.114 -1.055
C: -17.278 14.673 3.037
C: -16.641 15.569 3.937
C: -16.562 15.278 5.266
C: -17.113 14.101 5.798
C: -17.718 13.201 4.908
C: -17.784 13.466 3.539
C: -19.539 16.089 1.753
C: -20.625 15.958 0.823
C: -21.682 16.869 0.988
C: -21.694 17.931 1.898
C: -20.613 18.079 2.766
C: -19.601 17.097 2.712
H: -16.663 17.202 1.145
H: -17.581 16.807 -0.345
H: -15.319 12.856 1.256
H: -13.728 12.202 2.941
H: -12.116 13.813 3.861
H: -12.137 16.171 3.135
H: -13.860 16.975 1.526
H: -16.402 16.775 -2.757
H: -15.483 18.671 -3.959
H: -13.380 19.817 -3.188
H: -11.942 18.616 -1.513
H: -12.818 16.642 -0.327
H: -15.988 16.361 3.533
H: -15.986 16.065 5.881
H: -17.066 13.876 6.879
H: -18.082 12.267 5.325
H: -18.299 12.752 2.798
H: -20.570 15.147 0.061
H: -22.604 16.559 0.507
H: -22.458 18.669 1.964
H: -20.601 18.796 3.567
H: -18.842 17.083 3.495
O: -22.240 8.208 -0.576
C: -21.343 8.990 -0.353
C: -20.514 9.121 0.901
O: -20.310 8.317 1.806
C: -19.744 10.394 0.739
C: -19.800 10.720 -0.726
O: -19.262 11.710 -1.325
C: -20.581 9.733 -1.450
O: -20.632 9.548 -2.648
O: -19.091 11.008 1.577
O: -18.682 14.211 -2.398
S: -18.337 14.494 -3.870
C: -19.446 13.475 -4.900
C: -19.867 13.898 -6.187
C: -20.930 13.236 -6.804
C: -21.607 12.183 -6.210
C: -21.097 11.722 -5.023
C: -20.007 12.304 -4.360
C: -19.114 16.076 -4.052
C: -20.045 16.441 -3.078
C: -20.483 17.753 -2.960
C: -19.887 18.757 -3.777
C: -19.025 18.377 -4.783
C: -18.606 17.025 -4.906
H: -19.445 14.780 -6.692
H: -21.303 13.613 -7.792
H: -22.489 11.705 -6.654
H: -21.467 10.759 -4.530
H: -19.706 11.869 -3.410
H: -20.307 15.669 -2.366
H: -21.231 17.962 -2.208
H: -20.172 19.760 -3.635
H: -18.544 19.078 -5.478
H: -17.814 16.789 -5.614
I: -11.911 6.868 -3.514
C: -13.552 8.176 -3.121
C: -13.959 9.074 -4.135
C: -14.890 10.001 -3.839
C: -15.407 10.133 -2.523
C: -14.984 9.298 -1.529
C: -14.072 8.276 -1.856
C: -16.181 11.290 -2.151
O: -16.686 12.047 -3.011
O: -16.391 11.575 -0.851
H: -13.550 9.033 -5.125
H: -15.234 10.798 -4.594
H: -15.397 9.379 -0.530
H: -13.812 7.517 -1.085

DFT (ωB97M-V with the def2-TZVPD basis set) results for a structure of composition C49H37IN10NaOPS.

Values from the calculation:
- electronic energy (eV) = -100998.01937
- E_HOMO (spin up / spin down) (eV) = -1.3 / -1.3
- energy relative to the best compared isomer or geometry (same formula, charge and spin) (eV) = 4.2548
- total charge = -2

Geometry (Å):
Na: -1.555 2.222 -2.078
O: -2.269 3.371 1.984
C: -2.111 3.472 0.743
N: -2.871 3.201 -0.255
C: -4.261 3.025 0.030
C: -4.634 1.583 0.199
C: -5.842 1.119 0.674
C: -6.197 -0.301 0.709
C: -5.323 -1.249 0.231
C: -3.921 -0.869 -0.044
N: -3.754 0.582 -0.132
C: -0.817 4.152 0.394
C: -0.267 5.065 1.370
C: 0.854 5.757 0.987
C: 1.409 5.604 -0.290
C: 0.857 4.647 -1.151
N: -0.262 4.040 -0.812
H: -4.819 3.388 -0.853
H: -4.494 3.493 1.010
H: -6.493 1.846 1.190
H: -7.201 -0.530 1.030
H: -5.753 -2.199 -0.057
H: -3.147 -1.268 0.655
H: -0.736 5.166 2.377
H: 1.225 6.497 1.667
H: 2.335 6.096 -0.582
H: 1.308 4.377 -2.074
S: -0.186 3.063 -4.455
C: 0.058 1.423 -4.750
N: 0.269 1.061 -6.070
N: 0.394 -0.253 -6.193
C: 0.531 -0.844 -7.395
C: 0.726 -0.053 -8.576
C: 0.692 -0.597 -9.831
C: 0.407 -1.936 -9.978
C: 0.124 -2.698 -8.876
C: 0.290 -2.201 -7.600
N: 0.016 0.411 -3.858
N: 0.281 0.563 -2.591
C: 0.745 -0.628 -2.004
C: 0.525 -1.857 -2.644
C: 0.853 -3.044 -1.967
C: 1.480 -2.957 -0.771
C: 1.554 -1.706 0.059
C: 1.407 -0.481 -0.773
H: 0.324 -0.814 -5.330
H: 0.754 1.024 -8.441
H: 0.748 0.069 -10.674
H: 0.323 -2.405 -10.959
H: -0.161 -3.733 -9.057
H: 0.015 -2.821 -6.791
H: -0.010 -1.764 -3.591
H: 0.638 -4.023 -2.448
H: 1.986 -3.799 -0.343
H: 0.801 -1.736 0.906
H: 1.050 0.348 -0.185
I: 3.676 0.640 -1.034
C: 2.910 -1.884 0.822
C: 3.969 -2.335 0.038
C: 5.282 -2.563 0.510
C: 5.594 -2.311 1.798
C: 4.617 -1.805 2.691
C: 5.025 -1.379 3.987
C: 4.068 -1.000 4.882
C: 2.738 -0.898 4.494
C: 2.324 -1.141 3.179
P: 0.572 -0.754 2.962
C: 0.423 0.947 3.621
C: 1.152 1.912 2.954
C: 1.384 3.182 3.418
C: 0.792 3.553 4.628
C: 0.010 2.642 5.323
C: -0.150 1.340 4.853
C: -0.260 -1.719 4.231
C: -1.603 -1.465 4.632
C: -2.329 -2.338 5.431
C: -1.652 -3.346 6.033
C: -0.302 -3.619 5.719
C: 0.357 -2.852 4.792
C: 3.262 -1.617 2.211
H: 3.795 -2.717 -1.013
H: 6.056 -3.011 -0.169
H: 6.571 -2.502 2.230
H: 6.125 -1.492 4.198
H: 4.410 -0.724 5.904
H: 1.973 -0.658 5.241
H: 1.583 1.590 2.015
H: 1.985 3.887 2.877
H: 0.952 4.564 5.034
H: -0.399 2.855 6.303
H: -0.614 0.635 5.541
H: -2.073 -0.593 4.191
H: -3.333 -2.051 5.769
H: -2.123 -4.021 6.751
H: 0.160 -4.511 6.167
H: 1.378 -3.070 4.532
N: -3.968 -3.998 -2.531
C: -3.444 -2.985 -2.297
N: -2.834 -1.833 -2.129
C: -3.160 -0.924 -1.336
N: -2.798 0.467 -1.193

DFT (ωB97M-V with the def2-TZVPD basis set) results for a structure of composition C49H38BCl65NO6PS.

Values from the calculation:
- electronic energy (eV) = -899941.35990
- E_HOMO (eV) = -8.8

Geometry (Å):
C: 7.976 -1.998 -1.900
C: 6.842 -1.552 -2.954
C: 6.317 -2.778 -3.883
C: 5.424 -3.775 -2.950
C: 3.837 -3.471 -3.104
C: 2.954 -4.226 -1.999
C: 2.655 -3.386 -0.661
C: 3.621 -2.147 -0.409
C: 4.922 -2.260 0.428
P: 5.509 -3.855 1.249
S: 5.362 -5.456 0.156
C: 5.801 -0.968 0.601
C: 5.415 0.438 0.017
B: 6.406 1.700 0.264
O: 7.243 2.277 -0.763
O: 6.527 2.304 1.579
C: 4.082 0.552 -0.782
C: 3.228 -0.759 -0.990
C: 1.861 -0.568 -1.833
O: 1.463 -1.368 -2.709
C: 1.045 0.780 -1.466
C: -0.497 0.704 -1.316
Cl: -1.415 -0.864 -1.597
C: -1.218 2.051 -0.909
C: -2.814 1.961 -0.702
C: -3.035 1.162 0.702
C: -1.961 1.676 1.819
O: -4.418 1.289 1.181
C: -4.724 0.251 2.134
C: -5.454 -1.034 1.525
C: -6.790 -0.908 0.742
C: -7.449 -2.237 0.232
C: -6.786 -3.664 0.510
C: -5.418 -3.783 1.273
C: -4.787 -2.438 1.768
C: -0.395 3.361 -0.709
C: -1.108 4.751 -0.274
C: -0.446 5.317 1.098
N: -1.007 5.244 2.282
C: 1.170 3.419 -0.875
O: 1.936 4.598 -0.700
C: 1.887 2.097 -1.251
C: 3.493 1.925 -1.423
O: 4.210 2.757 -2.036
H: 7.421 -2.539 -1.040
H: 8.714 -2.766 -2.321
H: 8.501 -1.102 -1.393
H: 5.934 -1.218 -2.316
H: 7.139 -0.629 -3.574
H: 5.684 -2.404 -4.772
H: 7.256 -3.311 -4.258
H: 5.688 -3.490 -1.871
H: 5.664 -4.879 -3.122
H: 3.728 -2.338 -3.125
H: 3.537 -3.912 -4.127
H: 3.430 -5.228 -1.733
H: 1.929 -4.471 -2.478
H: 2.637 -4.034 0.294
H: 1.580 -2.974 -0.761
H: 6.809 -3.619 1.799
H: 4.640 -4.054 2.397
H: 6.796 -1.020 1.203
H: 6.847 2.034 -1.636
H: 6.013 1.703 2.167
H: -3.312 2.993 -0.685
H: -3.207 1.285 -1.532
H: -2.845 0.037 0.602
H: -1.894 2.807 1.695
H: -0.935 1.157 1.687
H: -2.297 1.395 2.889
H: -5.461 0.708 2.897
H: -3.832 -0.119 2.746
H: -7.233 0.131 0.574
H: -8.441 -2.205 -0.320
H: -7.258 -4.655 0.181
H: -4.906 -4.769 1.508
H: -3.789 -2.463 2.343
H: -2.216 4.574 -0.018
H: -0.946 5.509 -1.108
H: 0.595 5.812 1.022
H: -1.937 4.804 2.174
H: 2.146 5.036 -1.555
C: -3.858 -3.875 -3.671
Cl: -3.226 -2.281 -4.135
Cl: -5.019 -4.429 -4.894
Cl: -2.519 -5.036 -3.565
Cl: -4.668 -3.754 -2.092
C: -8.691 -4.198 -3.097
Cl: -7.976 -3.607 -4.612
Cl: -7.741 -3.605 -1.708
Cl: -10.362 -3.604 -2.963
Cl: -8.692 -5.976 -3.099
C: -7.599 -4.875 4.525
Cl: -6.898 -4.294 2.989
Cl: -6.633 -4.264 5.887
Cl: -9.270 -4.287 4.673
Cl: -7.593 -6.653 4.546
C: -8.050 2.967 3.379
Cl: -9.327 3.974 2.666
Cl: -7.588 1.696 2.227
Cl: -6.635 3.977 3.742
Cl: -8.650 2.218 4.877
C: 3.433 -9.242 -0.390
Cl: 4.645 -8.345 -1.328
Cl: 3.046 -10.764 -1.222
Cl: 4.079 -9.597 1.226
Cl: 1.959 -8.260 -0.236
C: 9.568 -2.296 3.201
Cl: 11.023 -1.969 2.238
Cl: 9.642 -1.376 4.718
Cl: 8.126 -1.805 2.279
Cl: 9.474 -4.032 3.564
C: 14.514 0.739 2.808
Cl: 14.347 -0.717 1.802
Cl: 13.123 0.863 3.905
Cl: 16.011 0.633 3.758
Cl: 14.576 2.175 1.764
C: -1.173 -5.333 0.470
Cl: -0.460 -4.758 -1.050
Cl: -0.220 -4.720 1.840
Cl: -2.845 -4.745 0.602
Cl: -1.166 -7.110 0.492
C: -4.720 3.011 7.321
Cl: -3.521 3.202 6.023
Cl: -6.227 2.355 6.640
Cl: -4.087 1.897 8.552
Cl: -5.047 4.591 8.064
C: 8.495 2.471 -4.891
Cl: 8.254 1.051 -5.931
Cl: 7.106 2.646 -3.797
Cl: 9.978 2.260 -3.936
Cl: 8.642 3.926 -5.899
C: -6.568 -0.300 10.951
Cl: -6.198 0.912 12.195
Cl: -7.985 -1.248 11.451
Cl: -6.914 0.518 9.413
Cl: -5.174 -1.382 10.744
C: -9.817 5.957 -0.702
Cl: -9.451 7.179 0.535
Cl: -11.234 5.011 -0.198
Cl: -10.163 6.764 -2.246
Cl: -8.419 4.875 -0.895
C: -10.567 2.811 -4.336
Cl: -9.910 3.384 -5.884
Cl: -9.587 3.456 -3.001
Cl: -12.245 3.369 -4.161
Cl: -10.527 1.034 -4.297
C: 5.094 5.483 1.917
Cl: 4.823 4.907 0.262
Cl: 4.617 4.208 3.053
Cl: 6.816 5.866 2.128
Cl: 4.121 6.938 2.223
C: -2.795 5.968 -3.976
Cl: -2.186 7.391 -3.103
Cl: -2.250 4.491 -3.152
Cl: -4.571 6.008 -4.007
Cl: -2.172 5.981 -5.638
C: 2.009 6.934 -6.666
Cl: 1.594 5.556 -7.707
Cl: 3.719 7.357 -6.896
Cl: 0.992 8.327 -7.093
Cl: 1.730 6.497 -4.967